Record 1
Computed, not measured: C44H39AsBr2Cl3CsF5N3O5 as an isolated structure, with ωB97M-V/def2-TZVPD.

Last column: Löwdin charge in e.
Element x y z (Å)
Cs1 1.218 -0.156 0.212  0.955
O1 -3.513 2.403 5.582  0.058
C1 -2.798 2.143 4.453  -0.323
C2 -2.407 3.149 3.574  -0.012
C3 -1.667 2.792 2.462  -0.146
N1 -1.338 1.533 2.187  0.000
C4 -1.734 0.596 3.020  -0.745
Br1 -1.274 -1.168 2.516  0.818
C5 -2.462 0.829 4.177  -0.043
H1 -3.668 3.351 5.642  0.102
H2 -2.684 4.183 3.748  0.111
H3 -1.315 3.535 1.753  0.124
H4 -2.763 0.028 4.836  0.116
Br2 3.186 -1.520 2.844  0.817
C6 2.894 -1.397 4.706  -0.599
C7 3.442 -2.326 5.538  -0.127
C8 3.223 -2.229 6.932  -0.087
C9 2.474 -1.213 7.450  -0.051
C10 1.906 -0.227 6.605  -0.170
C11 1.141 0.859 7.106  -0.048
C12 0.637 1.813 6.265  -0.077
C13 0.857 1.724 4.869  -0.090
C14 1.549 0.671 4.398  0.082
C15 2.116 -0.322 5.203  -0.209
H5 4.036 -3.131 5.130  0.098
H6 3.657 -2.976 7.583  0.098
H7 2.302 -1.140 8.518  0.104
H8 0.966 0.920 8.174  0.104
H9 0.066 2.644 6.661  0.100
H10 0.474 2.490 4.204  0.098
Cl1 6.095 -0.981 -3.859  0.536
C16 6.020 0.412 -2.822  -1.400
Cl2 8.364 0.868 -2.294  -0.258
Cl3 5.461 1.862 -3.603  0.559
C17 5.446 0.183 -1.553  -0.441
N2 5.052 0.035 -0.475  0.149
C18 -3.497 1.710 -0.292  -0.336
As1 -1.679 1.249 -0.938  1.038
C19 -2.154 -0.505 -1.681  -0.321
C20 -1.887 2.198 -2.646  -0.308
H11 -4.249 1.509 -1.059  0.009
H12 -3.532 2.772 -0.039  0.008
H13 -3.742 1.140 0.607  0.006
H14 -3.086 -0.459 -2.248  0.021
H15 -2.254 -1.251 -0.889  0.008
H16 -1.359 -0.834 -2.355  0.036
H17 -2.852 1.964 -3.100  0.018
H18 -1.091 1.886 -3.322  0.018
H19 -1.802 3.277 -2.505  0.024
C21 -6.210 -1.974 -2.957  -0.061
C22 -4.860 -2.473 -3.417  -0.257
C23 -4.381 -2.068 -4.661  -0.084
C24 -3.120 -2.461 -5.084  -0.093
C25 -2.313 -3.226 -4.260  -0.032
C26 -2.770 -3.630 -3.005  -0.209
N3 -1.987 -4.340 -2.092  0.097
C27 -0.650 -4.700 -2.342  -0.196
C28 -0.319 -5.505 -3.433  -0.052
C29 0.998 -5.854 -3.678  -0.101
C30 2.004 -5.434 -2.816  -0.096
C31 1.674 -4.664 -1.713  -0.023
C32 0.360 -4.283 -1.460  -0.053
C33 0.071 -3.345 -0.293  -0.643
O2 -1.095 -3.349 0.183  -0.091
O3 1.017 -2.618 0.087  -0.409
C34 -4.073 -3.283 -2.600  -0.185
C35 -4.554 -3.785 -1.264  -0.031
H20 -6.631 -1.300 -3.702  0.066
H21 -6.116 -1.425 -2.017  0.080
H22 -6.921 -2.790 -2.802  0.074
H23 -4.986 -1.418 -5.283  0.095
H24 -2.744 -2.139 -6.048  0.097
H25 -1.311 -3.482 -4.578  0.103
H26 -2.039 -3.987 -1.131  0.080
H27 -1.110 -5.845 -4.091  0.110
H28 1.243 -6.451 -4.549  0.092
H29 3.037 -5.691 -3.011  0.094
H30 2.435 -4.313 -1.027  0.115
H31 -3.989 -3.326 -0.446  0.085
H32 -4.400 -4.864 -1.192  0.085
H33 -5.610 -3.576 -1.105  0.060
C36 4.699 3.757 2.689  -0.021
C37 3.716 2.983 1.830  -0.476
C38 3.739 3.263 0.356  -0.006
O4 2.957 2.182 2.332  0.020
H34 5.543 4.120 2.105  0.076
H35 5.046 3.129 3.508  0.078
H36 4.171 4.614 3.117  0.082
H37 3.915 4.323 0.160  0.089
H38 2.810 2.933 -0.111  0.052
H39 4.565 2.692 -0.082  0.082
F1 1.602 5.800 -5.572  0.064
C39 1.495 4.944 -4.528  -0.170
C40 1.226 5.408 -3.255  -0.165
F2 1.067 6.735 -3.059  0.076
C41 1.114 4.535 -2.194  -0.152
F3 0.828 5.053 -0.973  0.058
C42 1.251 3.125 -2.310  -0.384
O5 1.126 2.325 -1.332  -0.282
C43 1.529 2.711 -3.642  -0.168
F4 1.651 1.389 -3.877  0.076
C44 1.641 3.577 -4.707  -0.162
F5 1.883 3.105 -5.944  0.090

The value obtained for the HOMO energy (alpha / beta) is -2.75 / -1.95 eV. The calculation puts the orbital gap (alpha / beta) at 5.67 / 4.86 eV. Its multiplicity is 1. Its net charge is -2. As for the LUMO energy (alpha / beta): 0.1073 / 0.1070 Ha.

Record 2
Computed, not measured: C44H39BFN7O3Pd as an isolated structure, with ωB97M-V/def2-TZVPD.

Last column: Löwdin charge in e.
Element x y z (Å)
Pd1 -0.016 0.895 0.467  1.073
C1 1.779 4.614 3.945  -0.021
C2 0.686 3.898 3.218  -0.261
C3 -0.679 3.992 3.374  0.033
C4 -1.235 3.098 2.440  -0.209
N1 -0.253 2.507 1.787  0.002
N2 0.935 3.000 2.244  0.046
B1 2.328 2.475 1.743  -0.475
N3 2.449 2.734 0.236  0.014
N4 1.306 2.653 -0.486  0.068
C5 1.559 3.203 -1.666  -0.223
C6 2.909 3.612 -1.720  0.024
C7 3.430 3.321 -0.482  -0.275
C8 4.812 3.545 0.043  -0.020
C9 0.522 3.418 -2.699  -0.163
C10 0.903 3.612 -4.023  -0.041
C11 -0.049 3.833 -5.008  -0.089
C12 -1.397 3.870 -4.672  -0.095
C13 -1.780 3.703 -3.349  -0.079
C14 -0.826 3.484 -2.368  -0.047
N5 2.370 0.956 2.081  0.051
N6 1.194 0.284 2.091  0.020
C15 1.425 -0.924 2.599  -0.232
C16 2.781 -1.032 2.921  0.037
C17 3.343 0.188 2.585  -0.253
C18 4.757 0.648 2.708  -0.007
C19 0.355 -1.927 2.814  -0.173
C20 0.661 -3.107 3.485  -0.041
C21 -0.297 -4.096 3.666  -0.080
C22 -1.586 -3.911 3.187  -0.088
C23 -1.910 -2.724 2.541  -0.068
C24 -0.948 -1.744 2.359  -0.038
C25 -2.672 2.823 2.193  -0.146
C26 -3.125 1.967 1.192  -0.036
C27 -4.483 1.745 1.004  -0.073
C28 -5.416 2.376 1.815  -0.092
C29 -4.977 3.239 2.811  -0.084
C30 -3.620 3.460 2.993  -0.036
H1 1.340 5.301 4.667  0.080
H2 2.406 5.187 3.262  0.085
H3 2.424 3.917 4.482  0.083
H4 -1.194 4.635 4.069  0.105
H5 3.216 3.045 2.326  0.111
H6 3.420 4.106 -2.533  0.106
H7 5.390 4.105 -0.690  0.079
H8 5.330 2.601 0.227  0.069
H9 4.807 4.104 0.980  0.074
H10 1.953 3.572 -4.291  0.103
H11 0.261 3.972 -6.036  0.096
H12 -2.145 4.023 -5.440  0.097
H13 -2.828 3.731 -3.078  0.106
H14 -1.126 3.373 -1.336  0.099
H15 3.295 -1.870 3.365  0.110
H16 5.340 -0.101 3.242  0.082
H17 4.827 1.593 3.247  0.080
H18 5.210 0.793 1.726  0.077
H19 1.664 -3.263 3.865  0.107
H20 -0.031 -5.013 4.178  0.104
H21 -2.337 -4.680 3.326  0.100
H22 -2.917 -2.557 2.178  0.105
H23 -1.223 -0.827 1.861  0.080
H24 -2.438 1.482 0.515  0.059
H25 -4.804 1.083 0.211  0.106
H26 -6.476 2.205 1.666  0.100
H27 -5.692 3.744 3.449  0.101
H28 -3.297 4.137 3.774  0.101
C31 -2.508 -3.910 -4.861  -0.046
C32 -1.395 -4.506 -4.021  -0.303
C33 -1.811 -5.804 -3.356  -0.149
C34 -0.605 -6.446 -2.696  -0.128
C35 0.047 -5.472 -1.744  -0.128
C36 0.826 -5.911 -0.698  0.056
C37 1.404 -5.000 0.182  -0.251
F1 2.179 -5.479 1.175  0.067
C38 1.202 -3.662 0.071  0.080
C39 0.393 -3.191 -0.972  -0.031
C40 0.121 -1.758 -1.058  -0.259
O1 0.643 -1.007 -0.192  -0.072
C41 -0.679 -1.333 -2.136  -0.025
C42 -1.118 -2.257 -3.042  0.043
N7 -0.910 -3.578 -2.962  0.039
C43 -0.154 -4.083 -1.895  -0.064
C44 -1.102 0.088 -2.354  -0.590
O2 -1.405 0.435 -3.487  0.059
O3 -1.174 0.801 -1.289  -0.154
H29 -2.888 -4.690 -5.522  0.088
H30 -2.175 -3.085 -5.491  0.086
H31 -3.332 -3.557 -4.235  0.100
H32 -0.542 -4.722 -4.672  0.159
H33 -2.247 -6.464 -4.104  0.122
H34 -2.580 -5.583 -2.608  0.138
H35 0.110 -6.739 -3.470  0.128
H36 -0.881 -7.353 -2.159  0.121
H37 0.995 -6.972 -0.549  0.134
H38 1.641 -2.958 0.763  0.121
H39 -1.665 -1.884 -3.895  0.130

The value obtained for the HOMO energy (alpha / beta) is -7.59 / -7.60 eV. The calculation puts the orbital gap (alpha / beta) at 7.28 / 7.23 eV. Its multiplicity is 1. Its net charge is 0. As for the LUMO energy (alpha / beta): -0.0116 / -0.0137 Ha.

Record 3
Computed, not measured: C44H39BrN3OP2RuS as an isolated structure, with ωB97M-V/def2-TZVPD.

Last column: Löwdin charge in e.
Element x y z (Å)
Ru1 0.218 -0.112 -0.082  1.199
Br1 -4.979 0.927 5.127  0.812
C1 -3.576 0.982 3.873  -0.682
C2 -2.879 2.176 3.651  -0.067
C3 -1.853 2.221 2.737  0.013
C4 -1.473 1.096 1.997  -0.302
O1 -0.482 1.253 1.133  -0.265
C5 -2.176 -0.117 2.231  -0.125
C6 -1.884 -1.361 1.613  -0.028
N1 -0.990 -1.580 0.693  -0.036
C7 -0.705 -2.875 0.201  -0.170
C8 -1.239 -4.058 0.651  0.010
C9 -0.867 -5.267 0.054  -0.006
C10 0.047 -5.312 -0.997  0.004
C11 0.613 -4.150 -1.478  -0.118
C12 1.597 -4.114 -2.540  0.003
C13 2.024 -2.947 -3.024  -0.002
C14 1.517 -1.647 -2.499  -0.265
N2 0.780 -1.747 -1.256  -0.009
C15 0.245 -2.901 -0.874  -0.154
C16 -3.225 -0.139 3.182  -0.070
H1 -3.151 3.064 4.205  0.119
H2 -1.309 3.141 2.565  0.126
H3 -2.480 -2.199 1.968  0.131
H4 -1.947 -4.086 1.468  0.118
H5 -1.298 -6.187 0.425  0.126
H6 0.322 -6.263 -1.436  0.132
H7 1.965 -5.052 -2.936  0.132
H8 2.739 -2.905 -3.837  0.135
H9 2.356 -0.972 -2.335  0.107
H10 -3.756 -1.066 3.362  0.117
C17 6.638 1.618 -4.501  -0.397
S1 6.458 2.526 -2.948  0.825
C18 5.080 3.644 -3.350  -0.465
C19 3.804 3.344 -2.568  -0.240
C20 3.185 2.001 -2.938  -0.224
N3 2.201 1.501 -1.960  -0.412
P1 0.527 1.641 -2.082  0.963
C21 0.171 3.059 -3.126  -0.344
C22 0.479 4.331 -2.634  -0.102
C23 0.192 5.449 -3.398  -0.053
C24 -0.413 5.304 -4.641  -0.044
C25 -0.734 4.042 -5.124  -0.052
C26 -0.449 2.916 -4.366  -0.073
C27 -0.202 0.177 -2.832  -0.354
C28 0.548 -0.922 -3.540  -0.207
C29 -0.386 -1.937 -4.132  -0.009
C30 -1.683 -2.057 -3.751  -0.053
C31 -2.261 -1.135 -2.849  -0.031
C32 -1.510 -0.014 -2.440  -0.139
P2 2.408 0.930 -0.365  0.945
C33 2.882 2.318 0.677  -0.342
C34 4.177 2.446 1.178  -0.071
C35 4.517 3.569 1.917  -0.048
C36 3.571 4.557 2.155  -0.047
C37 2.277 4.425 1.666  -0.057
C38 1.924 3.304 0.932  -0.109
C39 3.703 -0.315 -0.266  -0.371
C40 4.937 -0.266 -0.908  -0.086
C41 5.844 -1.302 -0.729  -0.044
C42 5.538 -2.375 0.097  -0.045
C43 4.318 -2.419 0.761  -0.054
C44 3.401 -1.398 0.570  -0.115
H11 7.485 0.945 -4.374  0.036
H12 6.861 2.302 -5.317  0.042
H13 5.749 1.034 -4.740  0.030
H14 4.910 3.603 -4.427  0.087
H15 5.414 4.654 -3.117  0.077
H16 3.082 4.145 -2.751  0.101
H17 4.030 3.357 -1.500  0.096
H18 3.978 1.251 -3.050  0.081
H19 2.667 2.071 -3.897  0.124
H20 0.943 4.441 -1.660  0.098
H21 0.430 6.435 -3.021  0.118
H22 -0.641 6.180 -5.233  0.119
H23 -1.209 3.933 -6.090  0.117
H24 -0.710 1.932 -4.738  0.106
H25 1.204 -0.519 -4.319  0.155
H26 0.029 -2.623 -4.859  0.126
H27 -2.293 -2.845 -4.172  0.122
H28 -3.293 -1.237 -2.541  0.116
H29 -2.009 0.765 -1.868  0.111
H30 4.914 1.676 0.992  0.106
H31 5.520 3.672 2.310  0.118
H32 3.840 5.431 2.734  0.118
H33 1.542 5.194 1.869  0.114
H34 0.910 3.174 0.574  0.074
H35 5.229 0.591 -1.510  0.045
H36 6.804 -1.257 -1.227  0.118
H37 6.257 -3.172 0.238  0.118
H38 4.087 -3.239 1.427  0.115
H39 2.453 -1.429 1.101  0.084

The value obtained for the HOMO energy (alpha / beta) is -12.40 / -12.79 eV. The calculation puts the orbital gap (alpha / beta) at 6.65 / 5.05 eV. Its multiplicity is 6. Its net charge is +2. As for the LUMO energy (alpha / beta): -0.2112 / -0.2841 Ha.